<one>
# CH2N2O2S2

A single CH2N2O2S2 molecule (ωB97M-V/def2-TZVPD, the OMol25 dataset).

Structure (XYZ):
```
9
Properties=species:S:1:pos:R:3
N -0.82 0.93 1.13
S -0.67 0.93 -0.53
O 0.27 2.01 -0.84
O -1.76 0.58 -1.34
N 0.60 -0.82 -0.44
C 1.23 -1.83 -0.53
S 2.07 -3.24 -0.45
H -0.04 1.44 1.52
H -0.87 0.00 1.48
```

Results
- HOMO energy (eV) = -8.79
- SMILES string = NS(=O)(=O)N=C=S
- LUMO level (Eh) = -0.05733
- gap between HOMO and LUMO (Ha) = 0.26569
- multiplicity = 1

<two>
# CH2N2O2S2

A molecular structure, CH2N2O2S2 (ωB97M-V/def2-TZVPD, the OMol25 dataset).

Structure (XYZ):
```
9
Properties=species:S:1:pos:R:3
C 3.72 -0.32 0.00
N 4.60 0.40 -0.06
N -0.06 0.33 -0.05
O 1.88 1.17 1.22
O 1.88 1.24 -1.20
S 2.35 -1.32 0.06
S 1.53 0.56 -0.01
H -0.62 0.62 0.86
H -0.39 0.66 -0.88
```

Results
- HOMO energy (eV) = -10.64
- LUMO level (Eh) = -0.01096
- gap between HOMO and LUMO (Ha) = 0.37989
- multiplicity = 1

<three>
# CH2N2O2S2

2 unconnected molecules or ions with the total composition CH2N2O2S2 (ωB97M-V/def2-TZVPD, the OMol25 dataset).

Structure (XYZ):
```
9
Properties=species:S:1:pos:R:3
C -2.31 -1.52 -0.10
N -1.46 -2.21 -0.47
N 0.24 0.45 0.05
O -1.40 2.09 -1.43
O -1.30 2.43 1.02
S -3.53 -0.56 0.32
S -1.17 1.57 -0.13
H 0.67 -0.10 -0.67
H 0.37 -0.05 0.91
```

Results
- HOMO energy (alpha / beta) (eV) = -10.27 / -9.74
- LUMO level (alpha / beta) (Eh) = -0.08635 / -0.12838
- gap between HOMO and LUMO (alpha / beta) (Ha) = 0.29092 / 0.22941
- multiplicity = 1

<four>
# CH2N2O2S2

2 unconnected molecules or ions with the total composition CH2N2O2S2 (ωB97M-V/def2-TZVPD, the OMol25 dataset).

Structure (XYZ):
```
9
Properties=species:S:1:pos:R:3
O 1.08 1.91 -0.48
N 1.13 0.99 0.27
O 1.08 1.00 1.44
N 1.45 -0.24 -0.29
C 1.20 -1.42 -0.08
S 0.99 -2.93 -0.08
S -1.77 0.17 0.04
H -2.34 -0.41 -1.20
H -2.82 0.92 0.39
```

Results
- HOMO energy (eV) = -10.01
- SMILES string = O=[N+]([O-])N=C=S.S
- LUMO level (Eh) = -0.02703
- gap between HOMO and LUMO (Ha) = 0.34080
- multiplicity = 1

We find <two> to be the most stable, with the next structure 10.5 kcal/mol higher.